C3H14N2O2S | the ωB97M-V functional and the def2-TZVPD basis

```
22
Properties=species:S:1:pos:R:3
S -0.72695 -2.16054 1.59518
O -2.46404 0.68124 -3.62953
O 1.39194 -0.76847 -4.43476
N 1.44204 2.21191 0.00386
N -0.68777 0.84715 2.60925
C 1.35201 1.53515 1.29021
C 0.07629 0.55623 1.41192
C 0.56930 -0.86997 1.31531
H -2.90220 1.35678 -4.13545
H -0.12413 1.35217 3.28986
H 1.22816 -0.98638 2.17474
H 0.94191 -1.07619 0.31796
H -1.48821 1.46516 2.58544
H 1.72538 -1.25315 -5.20802
H 1.69576 -1.31477 -3.68184
H -0.57575 0.87546 0.56396
H 2.29198 0.98137 1.49594
H 1.30607 1.61914 -0.80617
H 1.47201 2.28774 2.07419
H -1.49387 -1.35402 2.35994
H -1.54540 0.43509 -3.82362
H 0.73310 2.93223 -0.04396
```

Values from the calculation:
* energy above the lowest of the compared OMol25 structures with the same formula, charge and spin: 21.4 kcal per mole
* spin multiplicity: 2
* HOMO (spin up / spin down): 0.835 / -5.946 eV
* total charge: -1
* orbital gap (spin up / spin down): 2.2 / 9.0 eV


C5H4N2O2 | the ωB97M-V functional and the def2-TZVPD basis

```
13
Properties=species:S:1:pos:R:3
O 1.66648 -1.32664 -1.86593
O -0.76937 2.47873 -0.38595
N -0.79883 -0.83207 1.41723
N 0.47151 -2.20317 -0.18207
C 0.92913 -0.94207 -0.96287
C 0.67670 0.53731 -0.86755
C -0.79617 0.52958 1.19292
C -0.19088 -2.01770 0.88231
C -0.34405 1.13068 -0.08181
H -0.41327 3.03914 -1.01610
H -1.33040 1.26110 1.93044
H 1.10659 0.96327 -1.72004
H -0.20743 -2.61816 1.65942
```

Values from the calculation:
* energy above the lowest of the compared OMol25 structures with the same formula, charge and spin: 105.9 kcal per mole
* spin multiplicity: 1
* HOMO: -9.689 eV
* total charge: 0
* orbital gap: 8.1 eV


C3H6O3Yb | the ωB97M-V functional and the def2-TZVPD basis

```
13
Properties=species:S:1:pos:R:3
Yb 0.80152 2.13879 0.89450
O 0.68398 -0.20031 0.18296
O -0.82914 2.31762 -0.71398
O -2.67591 0.53093 0.60895
C -1.49175 0.63937 0.35675
C 1.67896 -1.16970 -0.08192
C -0.66561 -0.61851 0.07122
H 1.59065 -1.51941 -1.12074
H 1.57317 -2.01265 0.61635
H -1.54911 2.95412 -0.73439
H -0.87270 -0.97594 -0.95146
H 2.63885 -0.66414 0.07492
H -0.88293 -1.42017 0.79685
```

Values from the calculation:
* energy above the lowest of the compared OMol25 structures with the same formula, charge and spin: 62.1 kcal per mole
* spin multiplicity: 1
* HOMO (spin up / spin down): -5.260 / -5.252 eV
* total charge: 0
* orbital gap (spin up / spin down): 4.5 / 4.5 eV


C15H37BrGaNO2P | the ωB97M-V functional and the def2-TZVPD basis

```
58
Properties=species:S:1:pos:R:3
Br -7.97610 -1.91276 -1.90597
Ga -6.20037 1.14827 -3.12041
P -8.28702 0.31971 -2.29430
O -2.20283 -0.43818 -3.43351
O -8.30314 1.00394 -0.75533
N -2.29230 1.68728 -2.69752
C -2.73147 0.31953 -2.70934
C 3.73253 0.83038 3.10544
C 3.20282 -2.60100 -2.33020
C 0.87300 -1.60548 -2.82317
C 0.51902 -0.74869 -0.44784
C -3.84473 -0.10051 -1.77686
C 3.85700 -2.12533 -3.62385
C 2.27722 2.39184 6.19248
C 1.48288 1.83188 5.01603
C 1.00208 -0.43020 -1.85943
C 1.69926 -2.84169 -2.46191
C 3.22873 0.06423 4.32724
C -4.88466 1.00875 -1.52592
C 2.95569 0.51429 1.83071
C 1.78218 0.36264 4.72391
H 0.59277 0.13562 0.18529
H -7.57479 1.62966 -0.67883
H -0.17848 -1.89444 -2.88215
H 3.31892 -1.00950 4.13435
H 3.70527 1.90732 3.29455
H 1.10860 0.01578 3.93557
H 3.69700 -2.84610 -4.42852
H 1.52845 -3.60695 -3.22628
H 1.66613 2.44003 4.12634
H -5.43264 0.72886 -0.63335
H 3.67707 -3.53798 -2.02201
H -5.66635 0.24093 -4.32534
H 0.40995 0.39950 -2.25352
H 3.89039 0.27288 5.17355
H 2.08361 1.81803 7.10131
H 3.40226 -1.88053 -1.53158
H 1.14409 -1.26781 -3.82717
H 0.41650 1.92751 5.23603
H -2.43830 2.07255 -1.77256
H 2.99679 -0.55240 1.60277
H 3.37840 1.05430 0.98184
H 1.11536 -1.53768 0.01574
H -4.44462 1.97808 -1.33085
H 1.99701 3.42880 6.38479
H -0.52545 -1.06837 -0.45934
H 2.03892 -0.07781 -1.82174
H 4.93414 -2.00691 -3.48852
H 1.90916 0.80488 1.91538
H 1.32849 -3.26804 -1.52480
H 4.78451 0.57518 2.94910
H 3.35116 2.37314 5.99984
H -3.42283 -0.47436 -0.84864
H -2.92374 2.19303 -3.31300
H -4.33403 -0.93803 -2.24719
H 1.53648 -0.23202 5.60977
H 3.45872 -1.16218 -3.94528
H -6.41867 2.68613 -3.51578
```

Values from the calculation:
* energy above the lowest of the compared OMol25 structures with the same formula, charge and spin: 10.3 kcal per mole
* spin multiplicity: 1
* HOMO: -4.074 eV
* total charge: -1
* orbital gap: 6.4 eV


C2H2AuF2O2 | the ωB97M-V functional and the def2-TZVPD basis

```
9
Properties=species:S:1:pos:R:3
Au 0.51114 -1.71237 1.68636
F 1.04113 0.73453 0.82948
F 1.03033 0.93570 -1.57749
O 0.12621 0.28848 1.90795
O -0.72297 -1.16304 0.40248
C 0.16142 0.72782 -0.63874
C -0.52018 -0.58845 -0.68792
H -0.47791 1.57302 -0.35541
H -1.14918 -0.79569 -1.56671
```

Values from the calculation:
* energy above the lowest of the compared OMol25 structures with the same formula, charge and spin: 1.3 kcal per mole
* spin multiplicity: 3
* HOMO (spin up / spin down): -28.709 / -28.848 eV
* total charge: +3
* orbital gap (spin up / spin down): 8.9 / 7.1 eV


C2IN5 | the ωB97M-V functional and the def2-TZVPD basis

```
8
Properties=species:S:1:pos:R:3
I -0.39760 -0.74312 -2.66065
N -0.78162 0.14913 1.30676
N 0.65889 -1.47420 0.22478
N -1.66892 -0.42834 1.68205
N 1.24947 1.62999 -0.96151
N 0.15829 0.85355 1.07185
C 0.78552 1.28264 0.02879
C -0.00403 -1.26966 -0.69207
```

Values from the calculation:
* energy above the lowest of the compared OMol25 structures with the same formula, charge and spin: 42.0 kcal per mole
* spin multiplicity: 1
* HOMO: -10.421 eV
* total charge: 0
* orbital gap: 9.3 eV


C19H22ClN5OS | the ωB97M-V functional and the def2-TZVPD basis

```
49
Properties=species:S:1:pos:R:3
Cl 0.47533 -5.08894 -2.99847
S 4.19855 0.33928 -0.63319
O -1.80185 0.46859 1.12348
N -3.63000 0.56664 2.62183
N 1.77171 -0.14839 -2.34701
N -0.31350 -0.87555 -1.72431
N -0.95991 -3.11804 -2.01876
N 3.47268 1.49954 1.59940
C 0.21208 -3.41810 -2.56113
C 2.57790 -2.73160 -3.25503
C 2.38444 1.62133 0.75495
C 4.48481 0.88519 1.02023
C -3.26116 2.31818 1.00233
C -4.40707 2.99213 1.41919
C 1.13001 2.32031 1.22071
C -1.21714 -1.86863 -1.63345
C -5.14161 2.40441 2.46983
C 1.20535 -2.46610 -2.65274
C 0.86099 -1.18488 -2.21614
C 5.80600 0.71918 1.67367
C -2.52263 -1.85564 0.55986
C -1.58237 -0.94409 1.36170
C 2.58547 1.05917 -0.51950
C -2.52752 -1.58033 -0.96693
C -4.71802 1.18381 3.05725
C 1.62029 1.13917 -1.63840
C -2.92520 1.07975 1.61036
H -3.53287 -1.69707 0.92955
H 1.38801 3.29200 1.69184
H -3.28077 -2.16598 -1.46317
H 1.88004 1.98235 -2.29019
H 2.67890 -2.12866 -4.15646
H 0.42150 2.52323 0.43456
H 5.74594 0.62816 2.74867
H 0.64732 1.69653 1.99786
H 6.35470 -0.16281 1.28924
H -2.68427 2.70868 0.18644
H -1.68747 -1.13107 2.46760
H -2.21892 -2.92093 0.64216
H -6.00792 2.93135 2.81339
H -5.30585 0.79680 3.87260
H 6.43159 1.58019 1.46775
H 2.73532 -0.45170 -2.60138
H -4.68025 3.97959 0.98250
H 2.66118 -3.81532 -3.55694
H -0.55871 -1.23877 1.10437
H -2.75939 -0.53501 -1.12826
H 3.35391 -2.49083 -2.52988
H 0.64035 1.30290 -1.23198
```

Values from the calculation:
* energy above the lowest of the compared OMol25 structures with the same formula, charge and spin: 0.0 kcal per mole
* spin multiplicity: 1
* HOMO: -8.530 eV
* total charge: 0
* orbital gap: 9.1 eV


C7H18 | the ωB97M-V functional and the def2-TZVPD basis

```
25
Properties=species:S:1:pos:R:3
C -0.38730 -1.54856 -2.13590
C 0.43132 2.36996 2.20789
C 0.66925 1.70395 0.87036
C 0.81968 -1.93728 0.04376
C 0.68965 2.68669 -0.31978
C -0.46945 -1.47992 -0.63130
C -1.68737 -2.18514 -0.09751
H -0.31461 -2.58745 -2.47952
H 1.63751 2.64331 -0.86521
H 1.15241 -2.90914 -0.32520
H -0.42444 1.86215 2.68954
H -2.10340 -1.78385 0.83762
H -1.67044 -3.26401 0.06136
H 1.20180 2.40177 2.97698
H 0.59709 -2.08919 1.10903
H 1.68955 -1.27262 0.03856
H 0.43064 -0.95086 -2.54381
H -0.08893 3.33760 2.18221
H 1.62285 1.19142 0.71985
H -0.07055 0.96393 0.60354
H -2.52119 -2.07757 -0.80873
H -0.57359 -0.40291 -0.31260
H -0.14045 2.69491 -1.02158
H -1.17365 -1.11783 -2.77585
H 0.68362 3.75066 -0.02372
```

Values from the calculation:
* energy above the lowest of the compared OMol25 structures with the same formula, charge and spin: 20.6 kcal per mole
* spin multiplicity: 2
* HOMO (spin up / spin down): 1.390 / -7.395 eV
* total charge: -1
* orbital gap (spin up / spin down): 2.4 / 11.3 eV


C3H7BrS2 | the ωB97M-V functional and the def2-TZVPD basis

```
13
Properties=species:S:1:pos:R:3
Br -0.93901 -1.36051 -1.65606
S 1.11541 0.87240 -1.79820
S 2.64955 -2.16286 0.25677
C -0.01185 0.08081 0.66039
C 0.20481 -0.21988 -0.74552
C -1.22470 1.17940 0.89588
H -0.11645 -0.73250 1.38295
H -1.82943 0.99299 1.72990
H -1.84045 0.85594 -0.01896
H 1.01994 0.41984 0.94916
H -0.89424 2.21644 0.70548
H 1.53309 -2.77055 0.57786
H 0.33334 0.62847 -2.93966
```

Values from the calculation:
* energy above the lowest of the compared OMol25 structures with the same formula, charge and spin: 60.3 kcal per mole
* spin multiplicity: 1
* HOMO (spin up / spin down): -9.558 / -7.597 eV
* total charge: 0
* orbital gap (spin up / spin down): 9.1 / 5.5 eV


C5H37NO14S | the ωB97M-V functional and the def2-TZVPD basis

```
58
Properties=species:S:1:pos:R:3
S 3.46547 -1.15889 1.56427
O -3.19416 -1.96566 0.63928
O 0.12924 -0.20027 -1.50253
O -2.65539 -3.58918 2.67595
O 0.46715 0.97774 1.23267
O 2.83505 2.85949 0.91434
O -3.02095 -3.34022 -1.91819
O -2.17144 1.43337 -0.86043
O -1.14991 -1.06729 2.21853
O 0.05565 -4.17363 -1.98269
O 0.05726 4.07301 1.11674
O -3.89816 3.05413 -2.13450
O -3.14664 0.22646 3.47445
O 0.64484 4.40229 -1.76055
O -2.15812 2.12991 1.86658
N 1.82193 -1.53412 -0.91209
C 4.22688 -1.74802 -0.06634
C 1.33964 -0.39686 -1.46364
C 1.79116 1.29197 -3.25132
C 2.34339 0.65570 -1.96522
C 3.15633 -2.08174 -1.12111
H 0.87380 0.81553 -3.58799
H -3.39490 -2.67797 1.28578
H -3.77990 2.10748 -2.22936
H -0.13920 0.27483 1.54172
H 2.51063 1.14180 -4.06706
H 1.16438 -2.22752 -0.59564
H 3.28461 0.16597 -2.18018
H -4.02796 -1.56123 0.37724
H -0.72714 -3.83403 -2.43986
H 3.51285 0.15621 1.32108
H -0.62738 3.43163 1.35781
H -1.98660 -1.06937 1.72380
H -0.27765 -4.25416 -1.08262
H -2.81097 1.09915 3.19281
H 3.03491 -3.13902 -1.37091
H 2.94155 3.23482 0.03346
H 1.06605 0.47595 0.67242
H -2.64421 2.30181 1.05396
H 4.78162 -2.65841 0.13545
H 0.52644 4.19688 1.95002
H -2.25857 -4.45693 2.53713
H -1.59218 0.70143 -0.57643
H 2.33638 1.37416 -1.14835
H -3.42983 3.31121 -1.33978
H -1.61147 1.35712 1.70500
H 4.90052 -0.92303 -0.26594
H -3.95912 -0.04611 3.05111
H -2.98131 -3.01272 -1.00405
H -0.28467 4.63789 -1.82360
H 0.86600 4.52054 -0.82788
H -1.20127 -0.93774 3.16651
H -1.67362 1.63893 -1.66662
H 1.64435 2.37071 -3.19027
H -1.88507 -3.04021 2.88404
H 1.86909 2.82266 1.00649
H 3.50807 -1.73398 -2.10277
H -3.89737 -3.08422 -2.21870
```

Values from the calculation:
* energy above the lowest of the compared OMol25 structures with the same formula, charge and spin: 10.1 kcal per mole
* spin multiplicity: 1
* HOMO: -9.142 eV
* total charge: 0
* orbital gap: 8.9 eV


C5H8N | the ωB97M-V functional and the def2-TZVPD basis

```
14
Properties=species:S:1:pos:R:3
N 0.11702 -0.51858 -0.10008
C -1.01029 0.43638 -0.05169
C -1.26328 -0.76728 -0.45308
C 1.14870 -1.08102 0.71484
C 1.40589 -0.66861 -0.70359
C -1.13873 1.82283 0.32196
H -0.81215 1.97472 1.35177
H 1.97371 0.23008 -0.90109
H -2.16824 2.15458 0.21457
H 1.49885 -1.43452 -1.46326
H 1.06406 -2.13288 0.95716
H 1.53384 -0.46715 1.51880
H -1.85336 -1.97779 -1.08389
H -0.49603 2.42925 -0.32243
```

Values from the calculation:
* energy above the lowest of the compared OMol25 structures with the same formula, charge and spin: 129.2 kcal per mole
* spin multiplicity: 1
* HOMO: -14.961 eV
* total charge: +1
* orbital gap: 11.3 eV


C10H10N2O2P | the ωB97M-V functional and the def2-TZVPD basis

```
25
Properties=species:S:1:pos:R:3
P -0.42559 1.62594 0.04378
O -1.01615 2.91095 -0.23749
O -1.02263 0.91445 1.42675
N -1.07233 -0.94797 0.02892
N 1.15924 -0.09459 -0.34914
C -0.24049 -0.10020 -0.73323
C 2.06570 -1.05114 -0.36297
C 2.73420 1.60166 0.07386
C 1.41284 1.23704 -0.02106
C -3.53630 -0.38641 -0.30621
C -2.22887 -1.34766 -0.62945
C -3.43733 0.82902 -0.48108
C 3.69933 0.60732 0.01573
C -1.06691 -0.51965 1.43420
C 3.36982 -0.68177 -0.25804
H -0.04051 -1.00391 1.77607
H 4.16221 -1.36592 -0.63426
H -3.00413 1.77807 -0.54210
H -2.14362 -1.14032 -1.76965
H -2.74703 -2.25546 -0.45208
H -1.89379 -1.04837 1.97577
H 3.09843 2.57457 0.40953
H -4.40505 -0.86490 -0.01826
H 1.76676 -2.10254 -0.48015
H 4.81221 0.83176 0.09055
```

Values from the calculation:
* energy above the lowest of the compared OMol25 structures with the same formula, charge and spin: 218.7 kcal per mole
* spin multiplicity: 1
* HOMO (spin up / spin down): -11.362 / -11.362 eV
* total charge: +1
* orbital gap (spin up / spin down): 5.1 / 5.2 eV


no.,energy (hartree)
1,-780.8033
2,-452.7696
3,-1502.1655
4,-5639.1845
5,-561.3335
6,-647.5335
7,-1944.6335
8,-277.4092
9,-3488.7589
10,-1719.0207
11,-249.6193
12,-987.9216